Formula: C2H5BrSi
Source: the OMol25 dataset
Level of theory: the ωB97M-V functional and the def2-TZVPD basis

Frontier orbital gap (spin up / spin down) ... 8.8 / 7.4 eV
E_LUMO (spin up / spin down) ... -0.0289 / -0.0219 Ha
Electronic energy ... -2942.58766 Eh
Relative energy (zero: lowest compared OMol25 entry of this formula, charge and spin) ... 319.9 kJ/mol
E_HOMO (spin up / spin down) ... -9.596 / -7.993 eV

```
9
C2H5BrSi the ωB97M-V functional and the def2-TZVPD basis
C 0.8693 -1.1557 -0.3271
C -0.0730 -0.5423 0.3758
Si -1.2909 0.6750 -0.3311
Br -3.3552 -0.0508 -0.0130
H 1.5529 -1.8638 0.1133
H 0.9971 -0.9843 -1.3854
H -0.1596 -0.7489 1.4370
H -1.1869 1.1642 -1.6916
H -1.2320 2.6545 1.6042
```